Here is one molecule with the formula C4H11N3 in a non-equilibrium geometry from OMol25. Energies are from wB97M-V/def2-TZVPD.

Last column: Löwdin charge in e.
Positions of all 18 atoms, in Å:
C 1.22 -0.03 -0.74  -0.277
C -0.29 0.36 -1.04  -0.200
C -0.80 1.31 0.05  -0.263
N -0.83 -1.63 1.06  0.083
C -0.84 -0.44 1.76  -0.308
N -0.84 0.76 1.38  0.013
N 1.99 -0.02 -1.97  -0.019
H 1.18 -0.95 -0.17  0.087
H 1.55 0.78 -0.07  0.104
H -0.14 0.89 -1.99  0.094
H -1.08 -0.36 -1.28  0.089
H -1.82 1.63 -0.18  0.110
H -0.19 2.22 0.02  0.103
H -1.08 -1.67 0.09  0.063
H -1.03 -2.46 1.58  0.080
H -0.84 -0.62 2.83  0.110
H 2.75 -0.70 -1.96  0.061
H 2.47 0.86 -2.08  0.067

Computed properties:
Structure (SMILES) = N/C=N\CCCN
Max |F| = 0.0431 Eh/bohr
Relative energy (zero: lowest compared OMol25 entry of this formula, charge and spin) = 43.5 kcal/mol
Orbital gap = 9.816 eV
HOMO level = -8.80 eV
Molecular weight = 101.15 g/mol
Calculated total energy = -323.23720 Eh